ORCA calculation (the ωB97M-V functional and the def2-TZVPD basis) on a structure of composition C33H57ClCoN2O2Si at a distorted geometry.

Each line ends with the Mulliken charge.
Geometry (Å):
O  -1.76  0.56  -4.08  -0.02
O  -2.40  -1.73  -3.85  1.50
C  -2.11  1.94  -3.77  -0.07
C  -1.48  3.02  -4.63  -1.36
H  -1.82  2.11  -2.72  0.02
H  -3.20  1.94  -3.81  0.42
H  -0.49  3.23  -4.29  0.26
H  -2.09  3.91  -4.52  0.46
H  -1.41  2.78  -5.69  0.27
C  -0.34  0.35  -4.30  1.17
C  -0.07  -0.15  -5.69  -1.59
H  -0.09  -0.35  -3.52  -0.43
H  0.29  1.23  -4.04  -0.08
H  -0.52  -1.14  -5.82  0.24
H  1.01  -0.26  -5.77  0.43
H  -0.41  0.56  -6.47  0.24
C  -2.00  -3.15  -4.00  -0.65
C  -3.57  -1.45  -4.65  -0.11
C  -0.56  -3.32  -3.68  -0.55
H  -2.20  -3.46  -5.02  0.49
H  -2.70  -3.79  -3.42  0.41
H  0.04  -2.81  -4.42  0.30
H  -0.32  -4.37  -3.67  0.55
H  -0.37  -2.94  -2.71  -0.47
C  -3.22  -1.25  -6.11  -1.25
H  -4.07  -0.61  -4.13  -0.07
H  -4.21  -2.34  -4.58  0.55
H  -2.61  -0.35  -6.29  0.18
H  -4.19  -1.03  -6.58  0.49
H  -2.77  -2.14  -6.63  0.34
H  -2.16  -1.12  -3.08  -1.43
N  0.89  0.11  0.52  2.08
C  1.74  -0.07  1.55  1.07
C  1.70  -1.21  2.35  -2.34
C  0.97  -2.37  2.11  1.50
C  2.81  0.98  1.85  -1.50
H  2.38  2.02  1.90  0.23
H  3.59  0.96  1.06  0.24
H  3.23  0.70  2.84  0.47
C  1.33  -3.66  2.82  -1.41
H  1.61  -4.50  2.14  0.23
H  0.48  -4.02  3.44  0.17
H  2.19  -3.44  3.49  0.49
N  -0.07  -2.38  1.28  2.07
C  1.16  1.04  -0.51  -0.82
C  0.58  2.32  -0.42  2.18
C  -0.30  2.76  0.69  -1.64
C  0.89  3.25  -1.40  -0.90
H  0.42  4.23  -1.41  0.44
C  1.79  2.95  -2.41  -0.87
H  2.06  3.68  -3.19  0.44
C  2.45  1.72  -2.43  -1.01
H  3.18  1.46  -3.18  0.51
C  2.15  0.74  -1.48  0.94
C  2.86  -0.58  -1.44  -1.69
C  -0.80  -3.57  0.94  -0.91
C  -1.96  -3.98  1.65  0.78
C  -2.25  -3.33  2.97  -1.39
C  -2.73  -5.03  1.20  -0.58
H  -3.61  -5.34  1.78  0.44
C  -2.41  -5.69  0.03  -1.01
H  -3.01  -6.53  -0.31  0.45
C  -1.19  -5.43  -0.57  -0.53
H  -0.86  -6.01  -1.46  0.38
C  -0.37  -4.41  -0.11  0.87
C  1.00  -4.19  -0.74  -0.98
Co  -0.92  -0.67  0.70  -2.19
H  -1.30  2.33  0.62  0.12
H  -0.39  3.85  0.70  0.53
H  0.14  2.45  1.64  0.29
H  2.26  -1.43  -1.09  -0.13
H  3.74  -0.53  -0.78  0.29
H  3.22  -0.81  -2.45  0.55
H  -3.33  -3.44  3.24  0.47
H  -2.03  -2.23  2.97  0.09
H  -1.66  -3.77  3.81  0.35
H  1.82  -4.29  0.00  0.32
H  1.12  -3.19  -1.19  -0.26
H  1.21  -4.96  -1.52  0.45
H  2.41  -1.25  3.16  0.36
C  -1.82  -0.79  -1.18  1.80
Si  -3.65  -1.05  -0.83  0.60
H  -1.11  -1.59  -1.12  0.21
H  -1.53  0.27  -1.47  -0.37
C  -4.76  0.32  -1.61  -1.18
C  -4.16  -1.06  0.98  -1.11
C  -4.21  -2.78  -1.42  -0.59
H  -4.98  -3.16  -0.73  0.52
H  -3.38  -3.50  -1.33  -0.48
H  -4.64  -2.85  -2.43  0.43
H  -4.59  1.25  -1.05  0.32
H  -5.82  0.04  -1.50  0.36
H  -4.59  0.54  -2.68  0.25
H  -3.68  -0.23  1.46  0.15
H  -3.75  -1.97  1.40  0.13
H  -5.23  -1.04  1.05  0.54
Cl  -1.61  0.24  2.56  -0.42

Properties
ΔE to the lowest compared entry with this formula, charge and spin = 36.4 kcal per mole
Net charge = +1
Energy = -100241.077 eV
Lowest unoccupied orbital energy (alpha / beta) = -2.1357 / -4.6818 eV
⟨S²⟩ = 6.039
Kohn-Sham gap (alpha / beta) = 0.3231 / 0.2304 Eh
Multiplicity = 5

ORCA calculation (the ωB97M-V functional and the def2-TZVPD basis) on a structure of composition C17H30CrFGeN2.

Each line ends with the Mulliken charge.
Geometry (Å):
Cr  1.64  -0.46  0.71  0.32
C  1.54  1.55  1.42  -2.11
C  0.15  2.03  1.57  1.39
C  -0.53  2.66  0.52  -0.26
C  -1.88  2.98  0.61  -0.58
C  -2.61  2.69  1.77  -0.50
C  -1.94  2.10  2.83  -0.55
C  -0.59  1.78  2.74  -0.44
H  2.05  1.50  2.39  0.53
H  2.12  2.18  0.75  0.42
H  0.01  2.84  -0.41  0.22
H  -2.37  3.44  -0.23  0.38
H  -3.66  2.94  1.84  0.37
H  -2.48  1.88  3.75  0.37
H  -0.09  1.30  3.58  0.37
C  2.29  2.43  -2.67  -1.24
Ge  2.82  0.56  -2.32  0.45
C  2.98  -0.26  -4.11  -1.22
C  4.65  0.66  -1.63  -1.23
C  1.58  -0.33  -1.17  -0.30
H  3.04  2.93  -3.30  0.41
H  2.19  2.97  -1.73  0.36
H  1.33  2.46  -3.19  0.32
H  3.66  0.33  -4.73  0.33
H  2.00  -0.29  -4.60  0.36
H  3.37  -1.28  -4.03  0.34
H  5.22  1.41  -2.20  0.38
H  5.15  -0.31  -1.72  0.34
H  4.66  0.95  -0.57  0.33
H  0.81  -0.84  -1.76  0.10
F  2.24  -1.91  1.73  -0.84
C  -2.10  -2.27  2.82  -0.99
C  -0.79  -1.85  2.24  -0.40
N  -0.75  -1.57  0.79  0.79
C  -1.61  -0.46  0.32  0.74
C  -2.90  -0.95  -0.35  -1.09
N  -3.26  -2.27  0.17  -0.19
C  -2.29  -3.29  -0.23  -1.01
C  -0.86  -2.73  -0.07  -0.70
H  -2.87  -1.53  3.04  0.33
H  -2.40  -3.31  2.84  0.32
H  -0.02  -2.60  2.41  0.50
H  -0.45  -0.94  2.73  0.20
H  -1.04  0.13  -0.39  -0.09
H  -1.83  0.18  1.17  -0.52
H  -2.76  -0.97  -1.44  0.23
H  -3.71  -0.25  -0.14  0.45
H  -4.19  -2.54  -0.10  0.26
H  -2.42  -3.59  -1.28  0.43
H  -2.43  -4.18  0.38  0.36
H  -0.47  -2.43  -1.05  0.18
H  -0.19  -3.50  0.30  0.41

Properties
ΔE to the lowest compared entry with this formula, charge and spin = 1.4 kcal per mole
Net charge = -1
Energy = -108748.499 eV
Lowest unoccupied orbital energy (alpha / beta) = 2.9685 / 2.9651 eV
⟨S²⟩ = 6.385
Kohn-Sham gap (alpha / beta) = 0.2407 / 0.2498 Eh
Multiplicity = 5

Which of these has the lowest ⟨S²⟩? C33H57ClCoN2O2Si

Which of these has the highest ⟨S²⟩? C17H30CrFGeN2

What did the second record say?
ORCA calculation (the ωB97M-V functional and the def2-TZVPD basis) on a structure of composition C17H30CrFGeN2.

Each line ends with the Mulliken charge.
Geometry (Å):
Cr  1.64  -0.46  0.71  0.32
C  1.54  1.55  1.42  -2.11
C  0.15  2.03  1.57  1.39
C  -0.53  2.66  0.52  -0.26
C  -1.88  2.98  0.61  -0.58
C  -2.61  2.69  1.77  -0.50
C  -1.94  2.10  2.83  -0.55
C  -0.59  1.78  2.74  -0.44
H  2.05  1.50  2.39  0.53
H  2.12  2.18  0.75  0.42
H  0.01  2.84  -0.41  0.22
H  -2.37  3.44  -0.23  0.38
H  -3.66  2.94  1.84  0.37
H  -2.48  1.88  3.75  0.37
H  -0.09  1.30  3.58  0.37
C  2.29  2.43  -2.67  -1.24
Ge  2.82  0.56  -2.32  0.45
C  2.98  -0.26  -4.11  -1.22
C  4.65  0.66  -1.63  -1.23
C  1.58  -0.33  -1.17  -0.30
H  3.04  2.93  -3.30  0.41
H  2.19  2.97  -1.73  0.36
H  1.33  2.46  -3.19  0.32
H  3.66  0.33  -4.73  0.33
H  2.00  -0.29  -4.60  0.36
H  3.37  -1.28  -4.03  0.34
H  5.22  1.41  -2.20  0.38
H  5.15  -0.31  -1.72  0.34
H  4.66  0.95  -0.57  0.33
H  0.81  -0.84  -1.76  0.10
F  2.24  -1.91  1.73  -0.84
C  -2.10  -2.27  2.82  -0.99
C  -0.79  -1.85  2.24  -0.40
N  -0.75  -1.57  0.79  0.79
C  -1.61  -0.46  0.32  0.74
C  -2.90  -0.95  -0.35  -1.09
N  -3.26  -2.27  0.17  -0.19
C  -2.29  -3.29  -0.23  -1.01
C  -0.86  -2.73  -0.07  -0.70
H  -2.87  -1.53  3.04  0.33
H  -2.40  -3.31  2.84  0.32
H  -0.02  -2.60  2.41  0.50
H  -0.45  -0.94  2.73  0.20
H  -1.04  0.13  -0.39  -0.09
H  -1.83  0.18  1.17  -0.52
H  -2.76  -0.97  -1.44  0.23
H  -3.71  -0.25  -0.14  0.45
H  -4.19  -2.54  -0.10  0.26
H  -2.42  -3.59  -1.28  0.43
H  -2.43  -4.18  0.38  0.36
H  -0.47  -2.43  -1.05  0.18
H  -0.19  -3.50  0.30  0.41

Properties
ΔE to the lowest compared entry with this formula, charge and spin = 1.4 kcal per mole
Net charge = -1
Energy = -108748.499 eV
Lowest unoccupied orbital energy (alpha / beta) = 2.9685 / 2.9651 eV
⟨S²⟩ = 6.385
Kohn-Sham gap (alpha / beta) = 0.2407 / 0.2498 Eh
Multiplicity = 5